Below is a structure of composition C38H65BFGeN7SbSeSi3Tl, with properties calculated with ωB97M-V/def2-TZVPD.

Geometry (Å):
1 Tl 0.2374 -1.5593 -0.3311
2 C 1.5238 2.1379 2.4556
3 C 0.6799 1.4130 1.5962
4 N 1.3222 0.3982 1.0498
5 N 2.5865 0.4373 1.5273
6 C 2.7298 1.4741 2.3731
7 B 3.6715 -0.5519 1.0588
8 N 3.3886 -1.9722 1.5998
9 C 4.2004 -2.7990 2.2805
10 C 3.5443 -4.0024 2.4496
11 C 2.3079 -3.8016 1.8136
12 N 2.2252 -2.5795 1.3141
13 N 3.7156 -0.5920 -0.4896
14 C 4.7940 -0.4833 -1.2866
15 C 4.3758 -0.5706 -2.5985
16 C 2.9840 -0.7311 -2.4972
17 N 2.5996 -0.7400 -1.2329
18 H 1.2913 3.0195 3.0286
19 H -0.3539 1.5733 1.3405
20 H 3.6818 1.6699 2.8386
21 H 4.7503 -0.1910 1.4756
22 H 5.1810 -2.4736 2.5867
23 H 3.9013 -4.8845 2.9531
24 H 1.4766 -4.4800 1.6906
25 H 5.7742 -0.3436 -0.8613
26 H 4.9772 -0.5060 -3.4890
27 H 2.2357 -0.8323 -3.2690
28 Se -1.2656 -0.1707 -1.8839
29 F 1.0180 -6.9862 -3.6723
30 C 0.8875 -5.8484 -2.9184
31 C 2.0148 -5.1190 -2.6130
32 C 1.8640 -3.9674 -1.8399
33 C 0.6232 -3.5379 -1.3744
34 C -0.4826 -4.3069 -1.7356
35 C -0.3688 -5.4684 -2.4982
36 H 2.9834 -5.4470 -2.9704
37 H 2.7567 -3.4039 -1.5870
38 H -1.4767 -3.9810 -1.4523
39 H -1.2340 -6.0566 -2.7789
40 N -1.8982 -0.0600 2.6543
41 C -2.9909 0.7127 2.3724
42 C -3.6122 0.6735 1.1084
43 C -4.7404 1.4323 0.8563
44 C -5.2779 2.2876 1.8163
45 C -4.6439 2.3676 3.0500
46 C -3.5277 1.5951 3.3296
47 H -3.1688 0.0770 0.3164
48 H -5.1933 1.3715 -0.1264
49 H -6.1502 2.8907 1.5985
50 H -5.0299 3.0339 3.8147
51 H -3.0540 1.6558 4.3048
52 C 2.6867 5.9626 -3.0515
53 Si 2.5151 4.4345 -1.9434
54 C 2.4944 5.1109 -0.1740
55 C 4.1748 3.5381 -2.1188
56 Sb 0.7883 2.4615 -1.9601
57 Si -1.2058 3.9975 -1.4934
58 C -1.3841 4.2384 0.3566
59 C -2.8341 3.3791 -2.1678
60 C -0.9418 5.7197 -2.2105
61 Si 0.4229 2.3774 -4.4766
62 C -1.3432 2.0419 -4.9905
63 C 0.9770 3.9320 -5.3838
64 C 1.4752 0.9934 -5.1754
65 H 3.4951 6.5843 -2.6511
66 H 1.7763 6.5637 -3.0892
67 H 2.9383 5.6884 -4.0769
68 H 3.4316 5.6308 0.0544
69 H 2.3687 4.2957 0.5445
70 H 1.6697 5.8128 -0.0177
71 H 5.0202 4.2210 -1.9749
72 H 4.2748 3.0742 -3.1049
73 H 4.2479 2.7309 -1.3854
74 H -1.9637 3.4232 0.7977
75 H -1.9208 5.1745 0.5446
76 H -0.4188 4.2832 0.8651
77 H -2.8064 2.2957 -2.3057
78 H -3.0753 3.8557 -3.1210
79 H -3.6227 3.6049 -1.4462
80 H -0.0203 6.1689 -1.8362
81 H -1.7789 6.3692 -1.9286
82 H -0.8815 5.6920 -3.3007
83 H -1.9103 2.9673 -5.1197
84 H -1.8450 1.4202 -4.2474
85 H -1.3359 1.4965 -5.9395
86 H 0.5818 4.8432 -4.9328
87 H 0.6368 3.8820 -6.4246
88 H 2.0665 4.0117 -5.3836
89 H 1.0416 0.0296 -4.8963
90 H 2.5019 1.0257 -4.8028
91 H 1.4960 1.0643 -6.2684
92 C -2.6087 -3.3253 5.8067
93 C -2.2017 -1.9024 5.4362
94 C -0.7471 -1.8061 4.9746
95 C -0.4527 -2.4552 3.6165
96 Ge -1.3454 -1.7666 1.9520
97 C -3.1216 -2.6550 1.8175
98 C -3.1146 -4.0608 1.2127
99 C -2.6642 -5.1735 2.1530
100 C -2.7790 -6.5499 1.5087
101 H -3.6573 -3.3778 6.1090
102 H -2.0003 -3.7032 6.6339
103 H -2.4776 -4.0045 4.9639
104 H -2.3533 -1.2489 6.3019
105 H -2.8535 -1.5290 4.6430
106 H -0.1138 -2.2688 5.7449
107 H -0.4428 -0.7550 4.9542
108 H -0.6604 -3.5281 3.6661
109 H 0.6187 -2.3808 3.4163
110 H -1.4352 0.2089 3.5079
111 H -3.7063 -2.0019 1.1673
112 H -3.6180 -2.6453 2.7944
113 H -2.4551 -4.0729 0.3420
114 H -4.1133 -4.3172 0.8360
115 H -3.2639 -5.1369 3.0692
116 H -1.6274 -5.0026 2.4535
117 H -3.8144 -6.7639 1.2299
118 H -2.4420 -7.3449 2.1782
119 H -2.1766 -6.6027 0.5988

Summary:
- Largest force on an atom: 0.0212 hartree/bohr
- HOMO-LUMO gap: 5.27 eV
- Total charge: -2
- LUMO level: 4.27 eV
- Energy relative to the best compared isomer or geometry (same formula, charge and spin): 0.0 kcal/mol
- E: -7754.772201 a.u.
- Molecular weight: 1211.8 g mol⁻¹

=====

Below is a cluster of 2 separate species, C2HF2N3 in total, with properties calculated with ωB97M-V/def2-TZVPD.

Geometry (Å):
1 C 0.8436 -0.4554 0.6899
2 C -1.0601 1.9578 0.2159
3 N 0.6852 -1.2900 -0.1783
4 N -1.4360 2.0329 -0.8635
5 N 0.8996 -1.7896 -1.2963
6 F 0.6773 -0.7114 1.9982
7 F -0.6354 1.9216 1.3776
8 H 0.0258 -1.6659 -1.9434

Summary:
- Largest force on an atom: 0.0510 hartree/bohr
- HOMO-LUMO gap (alpha / beta): 9.04 / 9.04 eV
- LUMO level (alpha / beta): -0.92 / -0.92 eV
- Energy relative to the best compared isomer or geometry (same formula, charge and spin): 66.6 kcal/mol
- E: -440.615495 a.u.
- Molecular weight: 105.0 g mol⁻¹

=====

Below is the molecule C34H41O3P, with properties calculated with ωB97M-V/def2-TZVPD.

Geometry (Å):
1 C -4.1764 4.2319 -6.2207
2 C -2.7711 3.5285 -6.5124
3 C -1.7109 4.1681 -5.5281
4 C -2.0264 3.5939 -4.0601
5 C -0.7262 2.8670 -3.5223
6 C 0.1648 3.7714 -2.5537
7 C 0.7819 2.7726 -1.4617
8 C 1.5653 1.5451 -2.1122
9 C 0.9003 0.1760 -1.6206
10 C 1.3475 -1.0675 -2.4710
11 C 0.4696 -2.3800 -2.1922
12 C 0.2796 -2.4415 -0.6300
13 C -1.0430 -1.9806 -0.1464
14 C -1.3000 -1.9898 1.2929
15 P -3.0063 -1.3689 1.8331
16 C -3.9777 -2.9257 2.2337
17 O -3.7324 -0.5499 0.5344
18 C -0.2586 -2.4304 2.2685
19 C -0.6633 -2.3975 3.7696
20 C -0.6390 -0.9161 4.3105
21 C -0.2942 0.2349 3.4510
22 C -0.3154 1.6246 3.9487
23 C -0.6929 1.9401 5.3241
24 C -0.7337 3.4402 5.7488
25 C -1.0190 0.8062 6.2011
26 C -0.9958 -0.5796 5.7011
27 C 1.0619 -2.8538 1.7694
28 C 1.3377 -2.8861 0.2943
29 C 2.7187 -3.3803 -0.2376
30 O 2.9391 -3.6235 -1.4104
31 C 3.9126 -3.6467 0.7433
32 C 5.2513 -3.9594 0.2351
33 C 6.3595 -4.2511 1.1616
34 C 6.0517 -4.2060 2.5976
35 C 4.7198 -3.8813 3.0998
36 C 3.6019 -3.6034 2.1714
37 C 2.1818 -3.2646 2.7438
38 O 2.0934 -3.3147 3.9551
39 H -4.7573 4.2665 -7.1782
40 H -4.7389 3.6467 -5.4483
41 H -4.0215 5.2775 -5.8303
42 H -2.8790 2.4153 -6.3609
43 H -2.4201 3.6757 -7.5667
44 H -1.7677 5.2892 -5.4807
45 H -0.6652 3.9040 -5.8450
46 H -2.8179 2.7948 -4.1590
47 H -2.3670 4.3848 -3.3458
48 H -0.0351 2.5197 -4.3392
49 H -1.0351 1.9454 -2.9604
50 H -0.4662 4.5149 -1.9866
51 H 1.0340 4.2449 -3.0830
52 H 1.3762 3.3017 -0.6739
53 H -0.1202 2.3332 -0.9377
54 H 1.6552 1.6071 -3.2257
55 H 2.6102 1.5903 -1.6809
56 H 1.1784 0.1014 -0.5280
57 H -0.2166 0.3462 -1.6741
58 H 2.4406 -1.2379 -2.2692
59 H 1.2549 -0.7907 -3.5647
60 H 0.9393 -3.2989 -2.6138
61 H -0.5342 -2.1710 -2.6663
62 H -1.8380 -1.6123 -0.8434
63 H -3.7465 -3.7684 1.5258
64 H -3.7133 -3.2771 3.2712
65 H -5.0853 -2.7115 2.2584
66 H -4.2143 -1.2334 0.0275
67 H -1.7540 -2.6995 3.8092
68 H -0.1309 -3.1206 4.4290
69 H -0.0218 0.1272 2.3719
70 H -0.0670 2.4505 3.2303
71 H -0.1441 4.0379 5.0049
72 H -0.4432 3.6256 6.8117
73 H -1.8070 3.7779 5.6174
74 H -1.3204 1.0596 7.2462
75 H -1.2807 -1.3746 6.4355
76 H 5.4742 -3.9944 -0.8579
77 H 7.3862 -4.5151 0.8288
78 H 6.8562 -4.4040 3.3420
79 H 4.5470 -3.8310 4.2000

Summary:
- Largest force on an atom: 0.0674 hartree/bohr
- HOMO-LUMO gap: 7.07 eV
- LUMO level: -1.01 eV
- E: -1887.092019 a.u.
- Molecular weight: 528.7 g mol⁻¹
- Structure (SMILES): CCCCCCCCCCCc1cc(P(C)O)c(Cc2ccc(C)cc2)c2c1C(=O)c1ccccc1C2=O

=====

Below is the molecule C3H4OS, with properties calculated with ωB97M-V/def2-TZVPD.

Geometry (Å):
1 O 2.6145 -0.3353 -0.3828
2 C 1.5104 -0.4014 0.3273
3 C 0.6158 0.8009 0.4174
4 C -0.5696 0.4293 -0.4622
5 S -2.0309 -0.2763 0.0178
6 H 1.2446 -1.4473 1.0337
7 H 1.1714 1.7579 0.1328
8 H 0.2564 1.0297 1.4763
9 H -0.4333 0.7900 -1.5599

Summary:
- Largest force on an atom: 0.1382 hartree/bohr
- HOMO-LUMO gap: 8.12 eV
- LUMO level: -1.19 eV
- Energy relative to the best compared isomer or geometry (same formula, charge and spin): 50.3 kcal/mol
- E: -590.044450 a.u.
- Molecular weight: 88.1 g mol⁻¹
- Structure (SMILES): O=CCC=S

=====

Below is the ion C3H9NO2P with charge -1, with properties calculated with ωB97M-V/def2-TZVPD.

Geometry (Å):
1 C 2.3976 -0.5397 0.1651
2 C -2.7628 0.4942 -0.3356
3 C 1.1347 0.3048 0.1333
4 N -1.8597 -0.3158 0.5000
5 O -0.2916 -1.6019 -1.6755
6 O -0.0456 -1.8955 1.0780
7 P -0.5067 -0.7965 -0.0450
8 H 2.2813 -1.2470 -0.6553
9 H 3.2218 0.0492 0.0469
10 H 2.4113 -1.1379 1.0151
11 H -3.6555 -0.1049 -0.6935
12 H -2.2150 0.7836 -1.3133
13 H -3.1519 1.2187 0.3964
14 H 1.2225 0.9797 -0.6605
15 H 1.1809 0.9392 0.9271
16 H -0.7565 -2.4416 1.0562

Summary:
- Largest force on an atom: 0.1811 hartree/bohr
- ⟨S²⟩: 2.03
- HOMO-LUMO gap (alpha / beta): 2.94 / 6.15 eV
- Total charge: -1
- 2S+1: 3
- LUMO level (alpha / beta): 3.86 / 1.07 eV
- Energy relative to the best compared isomer or geometry (same formula, charge and spin): 94.1 kcal/mol
- E: -666.135240 a.u.
- Molecular weight: 122.1 g mol⁻¹

=====

Below is the ion C2H6NO with charge +1, with properties calculated with ωB97M-V/def2-TZVPD.

Geometry (Å):
1 N 0.2746 0.9846 -0.4581
2 C 0.0670 -0.5162 -0.4482
3 C -0.3597 -0.8248 1.0159
4 O -0.4063 0.0563 1.8165
5 H -0.1072 1.3725 -1.3155
6 H -0.2786 1.3643 0.3225
7 H 1.2650 1.1956 -0.4352
8 H 1.0249 -0.9617 -0.6743
9 H -0.7752 -0.8275 -1.0574
10 H -0.7047 -1.8430 1.2337

Summary:
- Largest force on an atom: 0.0349 hartree/bohr
- HOMO-LUMO gap: 11.66 eV
- Total charge: +1
- LUMO level: -4.00 eV
- Energy relative to the best compared isomer or geometry (same formula, charge and spin): 3.7 kcal/mol
- E: -209.519782 a.u.
- Molecular weight: 60.1 g mol⁻¹
- Structure (SMILES): [NH3+]CC=O

=====

> Which of these has the highest molecular weight?

C38H65BFGeN7SbSeSi3Tl

=====

Copy entry 6 word for word.
Below is the ion C2H6NO with charge +1, with properties calculated with ωB97M-V/def2-TZVPD.

Geometry (Å):
1 N 0.2746 0.9846 -0.4581
2 C 0.0670 -0.5162 -0.4482
3 C -0.3597 -0.8248 1.0159
4 O -0.4063 0.0563 1.8165
5 H -0.1072 1.3725 -1.3155
6 H -0.2786 1.3643 0.3225
7 H 1.2650 1.1956 -0.4352
8 H 1.0249 -0.9617 -0.6743
9 H -0.7752 -0.8275 -1.0574
10 H -0.7047 -1.8430 1.2337

Summary:
- Largest force on an atom: 0.0349 hartree/bohr
- HOMO-LUMO gap: 11.66 eV
- Total charge: +1
- LUMO level: -4.00 eV
- Energy relative to the best compared isomer or geometry (same formula, charge and spin): 3.7 kcal/mol
- E: -209.519782 a.u.
- Molecular weight: 60.1 g mol⁻¹
- Structure (SMILES): [NH3+]CC=O